No. 1
The following is a quantum chemistry calculation of a cluster of 2 separate species, C8H9F in total at a distorted geometry, from the OMol25 dataset.

CARTESIAN COORDINATES (ANGSTROEM)
C 1.70585 -0.39681 -0.67788
C 1.08814 0.89826 -0.97566
C 0.95711 -1.50625 -0.52684
C -0.21762 1.05300 -0.91526
C -0.27160 1.06620 2.14253
C -1.07233 0.21056 1.47455
C -0.58541 -1.42613 -0.85333
C -1.05049 -0.00201 -0.58188
F -2.38366 0.13400 -0.83421
H 2.79642 -0.32645 -0.71842
H 1.80756 1.76875 -1.28788
H 1.43241 -2.33188 -0.06710
H -0.70768 1.98742 -1.06499
H -0.40706 1.44255 3.14530
H 0.59135 1.60797 1.81161
H -1.91888 -0.26651 1.87509
H -0.53752 -1.94676 -1.82415
H -1.22658 -1.96591 -0.12147

Forces on atoms 1 to 3 (eV/Å):
C -0.23 0.41 -0.74
C 2.65 1.24 -1.08
C -0.80 2.11 0.61

- LUMO: 0.54 eV
- Molar mass: 124.16 g/mol
- Charge: 0
- Relative energy (zero: lowest compared OMol25 entry of this formula, charge and spin): 150.4 kJ/mol
- DFT total energy: -11154.9999 eV
- Orbital gap: 8.83 eV


No. 2
The following is a quantum chemistry calculation of a cluster of 2 separate species, C8H9F2N2O in total at a distorted geometry, from the OMol25 dataset.

CARTESIAN COORDINATES (ANGSTROEM)
C 1.38345 -0.16975 3.12409
C 1.60761 0.95974 2.32060
C 0.51110 -1.19426 2.72156
C 0.78838 1.23519 1.23441
C -0.21545 -1.03861 1.48770
C -0.21345 0.21133 0.92056
C -0.57266 -0.11073 -1.93378
C -1.18475 0.57828 -0.07019
N 0.50511 -0.75975 -1.94922
N -1.31156 0.25219 -2.90143
O -1.19459 -0.21869 -4.17817
F -2.35724 -0.04315 0.00123
F -1.36874 1.81328 -0.54476
H 1.99608 -0.22000 3.98623
H 2.46460 1.59402 2.48725
H 0.54181 -2.15748 3.21816
H 0.81687 2.01225 0.48836
H -0.70431 -1.88805 0.97869
H 1.00633 -0.96690 -1.09778
H 0.79182 -1.31645 -2.69521
H -2.03253 0.87154 -2.73599
H -1.25792 0.55601 -4.86233

Forces on atoms 1 to 3 (eV/Å):
C 1.43 2.84 0.00
C -0.35 0.37 -0.83
C -2.19 -1.49 -3.62

- LUMO (alpha / beta): -3.17 / -7.36 eV
- Molar mass: 187.17 g/mol
- Charge: +1
- Relative energy (zero: lowest compared OMol25 entry of this formula, charge and spin): 0.0 kJ/mol
- Spin multiplicity: 3
- DFT total energy: -18891.0606 eV
- Orbital gap (alpha / beta): 6.59 / 6.09 eV


No. 3
The following is a quantum chemistry calculation of the ion C8H9F3N3S with charge +1 at a distorted geometry, from the OMol25 dataset.

CARTESIAN COORDINATES (ANGSTROEM)
C 0.19695 0.59997 -1.02856
C -0.41081 0.08272 0.25502
C -1.19907 -1.21172 -0.14142
C 0.75702 -0.30320 1.32776
C 1.62819 0.89858 1.43642
N 2.85109 0.49582 1.02112
N 4.04901 0.97030 0.69311
C 4.70429 0.04924 0.02733
C 6.16847 0.35558 -0.52351
F 6.18296 1.13313 -1.55386
F 6.82232 0.93445 0.48997
F 6.78498 -0.78711 -0.76602
S 4.18513 -1.55931 -0.12028
C 2.73902 -0.91960 0.68540
N 1.55442 -1.32940 0.89048
H 0.97425 -0.19176 -1.50176
H 0.76869 1.46114 -0.84528
H -0.49280 0.62746 -1.84304
H -0.92681 0.95445 0.62720
H -0.49194 -1.95651 -0.71365
H -1.86138 -0.76128 -0.79112
H -1.81704 -1.55452 0.72704
H 0.26092 -0.51511 2.17729
H 1.39689 1.90844 1.59171

Forces on atoms 1 to 3 (eV/Å):
C 2.59 -3.39 -1.03
C 1.31 -1.62 -1.13
C 1.76 0.01 1.86

- LUMO: -5.73 eV
- Molar mass: 236.24 g/mol
- Charge: +1
- Relative energy (zero: lowest compared OMol25 entry of this formula, charge and spin): 30.5 kJ/mol
- DFT total energy: -31890.0145 eV
- Orbital gap: 8.58 eV


No. 4
The following is a quantum chemistry calculation of the ion C8H9F3N3S with charge +1 at a distorted geometry, from the OMol25 dataset.

CARTESIAN COORDINATES (ANGSTROEM)
C 1.77199 -0.38351 -1.37792
C 2.29958 -0.12533 0.08623
C 3.26319 1.09789 0.28639
C 0.98363 -0.06323 1.18779
C 0.21699 -1.25130 0.99702
N -1.13870 -0.60520 0.44578
N -2.32305 -1.00225 0.03523
C -3.09308 -0.02607 -0.16019
C -4.50784 -0.25782 -0.54478
F -5.23952 -0.00555 0.55695
F -4.80080 0.56003 -1.51078
F -4.82894 -1.49004 -0.96666
S -2.47202 1.59909 0.14960
C -0.94237 0.74895 0.55308
N 0.22045 1.10053 0.99721
H 0.83271 0.10231 -1.62004
H 1.91061 -1.35657 -1.67835
H 2.48072 0.25771 -1.85633
H 2.82232 -1.04341 0.38932
H 3.46371 1.67034 -0.65187
H 4.21827 0.83173 0.79994
H 2.86246 2.00980 0.75502
H 1.76859 -0.10110 1.97764
H 0.23109 -2.26701 1.14971

Forces on atoms 1 to 3 (eV/Å):
C 0.94 3.58 2.13
C 0.11 -0.33 -1.18
C -0.21 0.95 -0.30

- LUMO (alpha / beta): -6.26 / -6.26 eV
- Molar mass: 236.24 g/mol
- Charge: +1
- Relative energy (zero: lowest compared OMol25 entry of this formula, charge and spin): 127.6 kJ/mol
- DFT total energy: -31889.0076 eV
- Orbital gap (alpha / beta): 7.64 / 7.64 eV


No. 5
The following is a quantum chemistry calculation of the molecule C8H9F7N2O6S at a distorted geometry, from the OMol25 dataset.

CARTESIAN COORDINATES (ANGSTROEM)
N 1.46816 -2.39069 -0.38191
C 1.24191 -0.94849 -0.62175
S -0.54808 -0.79141 -1.10519
O -0.79754 0.15391 -2.20676
O -0.94392 -2.10955 -1.62478
C -1.74951 -0.38203 0.23191
F -1.47504 0.79299 0.89971
F -1.74936 -1.46853 1.12569
C -3.26951 -0.23627 -0.25551
F -3.54756 -0.85930 -1.43588
F -3.44804 1.12727 -0.48901
C -4.32763 -0.62450 0.86071
F -5.54515 -0.07747 0.49708
F -4.53449 -1.97466 0.92938
F -4.03726 -0.10485 2.08612
O 2.01203 -0.65311 -1.76909
C 2.52160 0.69613 -1.78743
C 1.77410 1.72214 -0.86417
N 2.01643 1.25441 0.55194
C 1.34510 2.16447 1.55840
O 0.53076 3.00992 1.16940
O 1.65062 2.13537 2.80753
C 1.72534 -0.20830 0.70040
O 0.94334 -0.50294 1.84952
H 2.40919 -2.54836 -0.01938
H 0.74238 -2.78268 0.22043
H 3.62033 0.65387 -1.49875
H 2.52397 1.07915 -2.84974
H 2.27459 2.72468 -0.98413
H 0.69177 1.87956 -1.08992
H 3.03034 1.40230 0.68696
H 2.72898 -0.68233 0.94431
H 0.72212 -1.45072 1.86392

Forces on atoms 1 to 3 (eV/Å):
N -0.87 1.17 0.02
C 2.32 -1.12 0.94
S -2.99 -1.69 -6.02

- LUMO: -0.50 eV
- Molar mass: 394.22 g/mol
- Charge: 0
- DFT total energy: -53559.9467 eV
- Orbital gap: 8.43 eV


No. 6
The following is a quantum chemistry calculation of the molecule C8H9FO at a distorted geometry, from the OMol25 dataset.

CARTESIAN COORDINATES (ANGSTROEM)
C 1.77269 -1.42994 0.04457
C 0.65623 -0.44444 0.27058
C -0.72066 -1.07839 0.11484
C -1.84074 -0.68383 0.75049
F -2.93852 -1.47170 0.59701
C -1.69122 0.48678 1.13275
C -1.04238 1.53785 0.52282
C -0.23448 1.81280 -0.55364
O -0.41104 2.45143 -1.70416
C 0.94014 0.88896 -0.60586
H 1.55658 -2.12126 -0.88257
H 1.94624 -2.09399 0.90193
H 2.65093 -0.95043 -0.31411
H 0.71276 -0.06752 1.26171
H -0.91595 -2.06810 -0.08435
H -1.98395 0.90077 2.05171
H -1.36194 2.54505 -1.76114
H 1.95441 1.14842 -0.10217
H 0.95088 0.63755 -1.64040

Forces on atoms 1 to 3 (eV/Å):
C -0.81 -2.28 -2.08
C -0.60 0.48 -1.82
C 0.04 -0.17 1.36

- LUMO (alpha / beta): 0.12 / 0.12 eV
- Molar mass: 140.16 g/mol
- Charge: 0
- Relative energy (zero: lowest compared OMol25 entry of this formula, charge and spin): 503.5 kJ/mol
- DFT total energy: -13200.6284 eV
- Orbital gap (alpha / beta): 8.56 / 8.56 eV


No. 7
The following is a quantum chemistry calculation of the ion C8H9N2O with charge +1 at a distorted geometry, from the OMol25 dataset.

CARTESIAN COORDINATES (ANGSTROEM)
C 2.75117 0.19088 0.55301
C 3.30504 -0.80165 -0.21773
C 1.39146 0.45546 0.48719
C 2.44444 -1.43392 -1.17433
C 1.03301 -1.18376 -1.20334
C 3.11905 -2.25371 -2.02704
C -1.36627 0.81565 0.61197
C -1.53716 -0.99174 -1.10273
N 0.57255 -0.31991 -0.25455
N -0.76226 -0.24609 -0.14322
O 3.77701 -2.90639 -2.67335
H 3.36326 0.77629 1.22067
H 4.34210 -1.07998 -0.12846
H 0.97404 1.27735 1.04440
H -1.03111 0.79238 1.65245
H -1.15614 1.80279 0.18575
H -2.44132 0.66511 0.61102
H -2.58958 -0.91733 -0.85009
H -1.38099 -0.61509 -2.11671
H -1.23950 -2.04107 -1.08019

Forces on atoms 1 to 3 (eV/Å):
C 0.17 -0.23 -0.14
C -0.23 -0.07 -0.29
C 0.19 0.05 0.10

- LUMO (alpha / beta): -5.46 / -5.46 eV
- Molar mass: 149.17 g/mol
- Charge: +1
- Relative energy (zero: lowest compared OMol25 entry of this formula, charge and spin): 409.6 kJ/mol
- DFT total energy: -13458.5757 eV
- Orbital gap (alpha / beta): 7.13 / 7.13 eV


Number 7 is which compound?
C8H9N2O


Which value of DFT total energy does entry 1 give?
-11154.9999 eV


The highest DFT total energy belongs to which entry?
C8H9F